No. 1
{
  "formula": "C2H4N3",
  "method": "the ωB97M-V functional and the def2-TZVPD basis",
  "symbols": ["C", "C", "N", "N", "N", "H", "H", "H", "H"],
  "positions_angstrom": [[-1.58, 0.16, 0.05], [2.12, -0.27, -0.04], [-2.54, -0.47, -0.12], [0.90, -0.35, 0.25], [-0.51, 0.78, 0.13], [2.69, 0.54, -0.48], [2.65, -1.19, 0.22], [-3.39, -0.94, 0.12], [-0.34, 1.75, -0.11]],
  "nbo_charge": [0.74, -0.08, -0.48, -0.11, -0.54, 0.24, 0.29, 0.48, 0.46],
  "multiplicity": 1,
  "lumo_energy_ev": -6.054,
  "de_lowest_kj_mol": 352.0,
  "homo_lumo_gap_ha": 0.36020,
  "homo_energy_ev": -15.86,
  "e_tot_ha": -242.4653,
  "total_charge": 1
}


No. 2
{
  "formula": "H4NP3",
  "method": "the ωB97M-V functional and the def2-TZVPD basis",
  "symbols": ["N", "P", "P", "P", "H", "H", "H", "H"],
  "positions_angstrom": [[0.82, -1.10, 1.20], [1.12, -1.74, -0.16], [-1.63, -0.62, -0.72], [-0.89, 0.59, 0.89], [1.75, -2.82, 0.24], [-0.77, -0.07, -1.61], [-2.67, 0.24, -1.27], [-0.12, 1.37, -0.16]],
  "nbo_charge": [-0.98, 0.77, -0.02, 0.35, -0.11, -0.01, 0.01, -0.01],
  "multiplicity": 1,
  "lumo_energy_ev": [-0.888, -0.888],
  "de_lowest_kj_mol": 264.8,
  "homo_lumo_gap_ha": [0.28700, 0.28702],
  "homo_energy_ev": [-8.70, -8.70],
  "e_tot_ha": -1081.0515
}


No. 3
{
  "formula": "C30H62ClN5O7S2",
  "method": "the ωB97M-V functional and the def2-TZVPD basis",
  "symbols": ["C", "C", "C", "N", "S", "O", "O", "N", "S", "O", "O", "Cl", "H", "H", "H", "H", "H", "H", "H", "H", "C", "C", "C", "C", "C", "C", "N", "O", "C", "C", "C", "H", "H", "H", "H", "H", "H", "H", "H", "H", "H", "H", "H", "H", "H", "H", "H", "H", "H", "C", "C", "C", "C", "C", "C", "N", "O", "C", "C", "C", "H", "H", "H", "H", "H", "H", "H", "H", "H", "H", "H", "H", "H", "H", "H", "H", "H", "H", "C", "C", "C", "C", "C", "C", "N", "O", "C", "C", "C", "H", "H", "H", "H", "H", "H", "H", "H", "H", "H", "H", "H", "H", "H", "H", "H", "H", "H"],
  "positions_angstrom": [[4.69, -2.06, 3.72], [4.23, -1.46, 2.26], [3.62, 0.09, 2.35], [2.10, 0.13, 2.28], [1.36, 0.17, 3.87], [1.16, 1.69, 4.21], [2.26, -0.40, 5.01], [-0.22, -0.56, 3.98], [-0.29, -2.12, 3.20], [1.07, -2.72, 2.78], [-0.91, -3.13, 4.24], [-1.56, -2.09, 1.52], [4.84, -1.13, 4.44], [3.75, -2.67, 4.13], [5.66, -2.73, 3.66], [5.18, -1.41, 1.55], [3.41, -2.12, 1.75], [4.07, 0.70, 3.25], [4.02, 0.63, 1.37], [1.87, 1.04, 1.81], [0.62, 4.23, -1.96], [1.70, 3.12, -2.10], [2.27, 3.09, -3.55], [1.32, 2.47, -4.57], [0.87, 1.09, -4.12], [0.25, 1.09, -2.70], [1.11, 1.79, -1.68], [2.19, 0.94, -1.38], [-1.15, 1.75, -2.78], [-0.06, -0.39, -2.29], [2.86, 3.60, -1.17], [0.86, 4.93, -1.15], [0.51, 4.82, -2.87], [-0.37, 3.86, -1.69], [3.21, 2.52, -3.57], [2.53, 4.10, -3.87], [0.46, 3.13, -4.73], [1.83, 2.39, -5.54], [0.15, 0.69, -4.85], [1.74, 0.41, -4.15], [-1.59, 1.87, -1.78], [-1.85, 1.13, -3.35], [-1.15, 2.72, -3.27], [0.82, -1.03, -2.32], [-0.79, -0.84, -2.97], [-0.49, -0.43, -1.28], [2.54, 3.62, -0.12], [3.16, 4.62, -1.43], [3.76, 2.98, -1.25], [-4.99, 5.64, 3.93], [-4.56, 4.81, 2.67], [-5.09, 3.35, 2.77], [-4.31, 2.48, 3.75], [-2.82, 2.52, 3.43], [-2.25, 3.97, 3.37], [-3.07, 4.88, 2.50], [-2.78, 4.56, 1.16], [-2.17, 4.52, 4.82], [-0.76, 3.90, 2.93], [-5.35, 5.50, 1.50], [-5.55, 6.54, 3.66], [-5.62, 5.05, 4.60], [-4.14, 6.02, 4.50], [-5.04, 2.87, 1.78], [-6.15, 3.35, 3.06], [-4.49, 2.81, 4.78], [-4.67, 1.45, 3.69], [-2.28, 1.93, 4.18], [-2.65, 2.02, 2.47], [-1.88, 5.58, 4.82], [-1.42, 3.98, 5.41], [-3.10, 4.42, 5.38], [-0.62, 3.40, 1.96], [-0.15, 3.33, 3.65], [-0.32, 4.90, 2.86], [-5.02, 6.53, 1.35], [-6.43, 5.53, 1.73], [-5.26, 4.96, 0.55], [0.08, -5.53, -4.65], [1.41, -5.61, -3.83], [1.70, -7.08, -3.40], [0.83, -7.57, -2.26], [0.91, -6.62, -1.07], [0.58, -5.15, -1.45], [1.34, -4.67, -2.66], [2.66, -4.42, -2.25], [-0.95, -5.04, -1.70], [0.81, -4.24, -0.20], [2.50, -5.22, -4.88], [0.23, -5.07, -5.63], [-0.36, -6.52, -4.82], [-0.68, -4.91, -4.18], [2.75, -7.17, -3.10], [1.58, -7.75, -4.26], [-0.21, -7.69, -2.59], [1.16, -8.57, -1.95], [0.24, -6.97, -0.28], [1.92, -6.67, -0.65], [-1.22, -4.05, -2.08], [-1.51, -5.19, -0.77], [-1.34, -5.80, -2.39], [1.83, -4.31, 0.19], [0.14, -4.53, 0.62], [0.59, -3.19, -0.44], [2.39, -4.18, -5.21], [2.43, -5.86, -5.77], [3.52, -5.35, -4.50]],
  "lowdin_charge": [-0.15, -0.23, -0.25, -0.18, 0.68, -0.45, -0.40, -0.36, 0.37, -0.46, -0.46, 0.25, 0.07, 0.08, 0.06, 0.10, 0.10, 0.12, 0.12, 0.10, -0.03, -0.46, -0.15, -0.19, -0.14, -0.47, -0.02, -0.03, -0.05, -0.04, -0.05, 0.08, 0.08, 0.06, 0.12, 0.12, 0.10, 0.11, 0.12, 0.12, 0.09, 0.08, 0.06, 0.07, 0.08, 0.08, 0.09, 0.08, 0.07, -0.04, -0.46, -0.15, -0.19, -0.13, -0.47, -0.02, -0.05, -0.05, -0.05, -0.06, 0.07, 0.08, 0.06, 0.12, 0.12, 0.10, 0.11, 0.13, 0.13, 0.09, 0.09, 0.06, 0.07, 0.05, 0.08, 0.08, 0.08, 0.07, -0.04, -0.46, -0.15, -0.19, -0.14, -0.47, -0.02, -0.03, -0.05, -0.06, -0.06, 0.07, 0.08, 0.06, 0.12, 0.12, 0.10, 0.11, 0.13, 0.12, 0.09, 0.09, 0.06, 0.08, 0.07, 0.07, 0.08, 0.08, 0.07],
  "multiplicity": 4,
  "lumo_energy_ev": [2.155, 1.597],
  "homo_lumo_gap_ha": [0.30687, 0.28637],
  "homo_energy_ev": [-6.20, -6.20],
  "e_tot_ha": -3236.9632,
  "total_charge": -1
}


No. 4
{
  "formula": "C29H35N5Ti",
  "method": "the ωB97M-V functional and the def2-TZVPD basis",
  "symbols": ["Ti", "N", "C", "C", "N", "H", "H", "H", "H", "H", "H", "H", "H", "C", "C", "C", "C", "N", "C", "C", "C", "C", "C", "C", "C", "H", "H", "H", "H", "H", "H", "H", "H", "C", "C", "C", "C", "N", "H", "H", "H", "H", "H", "H", "H", "H", "H", "C", "C", "C", "C", "C", "C", "N", "C", "C", "C", "C", "C", "C", "H", "H", "H", "H", "H", "H", "H", "H", "H", "H"],
  "positions_angstrom": [[0.14, 0.32, -0.56], [-2.04, -1.34, 2.03], [-1.00, -1.80, 2.95], [0.39, -2.03, 2.36], [0.94, -0.87, 1.65], [-1.94, -0.34, 1.87], [-1.87, -1.71, 1.10], [-1.31, -2.77, 3.37], [-0.95, -1.10, 3.78], [0.34, -2.85, 1.66], [1.04, -2.34, 3.19], [1.68, -1.15, 1.02], [1.32, -0.19, 2.30], [-0.38, 2.97, 2.97], [-0.26, 4.29, 2.37], [-0.11, 4.34, 1.01], [-0.03, 3.19, 0.20], [-0.08, 1.87, 0.82], [-0.29, 1.87, 2.19], [0.11, 3.19, -1.19], [0.21, 4.39, -1.98], [0.42, 4.33, -3.34], [0.53, 3.08, -4.01], [0.41, 1.92, -3.26], [0.20, 1.91, -1.87], [-0.54, 2.84, 4.03], [-0.32, 5.20, 2.96], [-0.04, 5.31, 0.52], [-0.40, 0.90, 2.66], [0.12, 5.36, -1.52], [0.49, 5.25, -3.90], [0.72, 3.04, -5.07], [0.50, 0.97, -3.79], [-2.64, 0.07, -3.00], [-2.67, -0.44, -1.55], [-3.61, 0.46, -0.73], [-3.25, -1.87, -1.56], [-1.36, -0.45, -0.96], [-3.64, 0.01, -3.45], [-1.94, -0.53, -3.58], [-2.29, 1.10, -3.01], [-4.59, 0.56, -1.21], [-3.14, 1.45, -0.65], [-3.73, 0.06, 0.28], [-4.26, -1.89, -1.98], [-3.29, -2.27, -0.54], [-2.60, -2.52, -2.16], [4.50, 1.10, -3.54], [4.06, 1.59, -2.31], [3.16, 0.88, -1.54], [2.63, -0.34, -1.96], [3.10, -0.84, -3.19], [4.01, -0.13, -3.96], [1.65, -1.01, -1.21], [1.72, -2.40, -1.16], [0.54, -3.15, -1.06], [0.57, -4.53, -0.91], [1.77, -5.22, -0.86], [2.95, -4.48, -0.95], [2.93, -3.11, -1.10], [5.19, 1.66, -4.15], [4.42, 2.55, -1.97], [2.83, 1.30, -0.59], [2.71, -1.79, -3.54], [4.33, -0.54, -4.91], [-0.40, -2.60, -1.10], [-0.36, -5.08, -0.84], [1.79, -6.29, -0.73], [3.91, -5.00, -0.91], [3.86, -2.55, -1.18]],
  "nbo_charge": [1.74, -0.85, -0.22, -0.23, -0.85, 0.38, 0.38, 0.16, 0.18, 0.20, 0.16, 0.40, 0.37, -0.34, -0.42, -0.16, -0.04, -0.80, -0.01, -0.01, -0.25, -0.26, -0.35, -0.19, -0.61, 0.18, 0.17, 0.18, 0.16, 0.17, 0.17, 0.17, 0.18, -0.61, 0.07, -0.61, -0.60, -1.03, 0.17, 0.20, 0.24, 0.17, 0.23, 0.20, 0.18, 0.20, 0.20, -0.28, -0.19, -0.24, 0.27, -0.30, -0.22, -0.83, 0.27, -0.31, -0.20, -0.30, -0.22, -0.29, 0.19, 0.20, 0.22, 0.21, 0.19, 0.27, 0.19, 0.19, 0.19, 0.21],
  "multiplicity": 1,
  "lumo_energy_ev": 4.719,
  "de_lowest_kj_mol": 3.5,
  "homo_lumo_gap_ha": 0.10174,
  "homo_energy_ev": 1.95,
  "e_tot_ha": -2249.2979,
  "total_charge": -2
}


Number 1: maximum force 4.25 eV/Å. Number 2: maximum force 3.86 eV/Å. Number 3: maximum force 7.83 eV/Å. Number 4: maximum force 1.53 eV/Å.